Run P
{"formula": "C4H8O2", "method": "wB97M-V/def2-TZVPD", "symbols": ["C", "C", "O", "H", "H", "H", "H", "C", "C", "O", "H", "H", "H", "H"], "coordinates": [[-0.9127, -1.2983, 2.0155], [-1.5331, -0.2036, 1.3333], [-2.6690, -0.3970, 0.3994], [0.1929, -1.3850, 2.2432], [-1.4531, -2.2397, 2.1233], [-1.1657, 0.8193, 1.5312], [-3.3725, 0.2851, 0.6484], [2.1571, 0.1686, -1.8832], [1.3384, 1.1743, -1.4848], [0.2266, 1.0867, -0.6719], [3.0489, 0.5277, -2.3885], [2.1089, -0.8541, -1.5203], [1.7272, 2.2115, -1.6169], [0.3062, 0.1045, -0.7287]], "mulliken_charge": [-0.38, 0.04, -0.40, 0.30, 0.31, 0.38, 0.39, -0.65, 0.17, -0.30, 0.26, 0.30, 0.33, 0.27], "charge": 1, "spin_multiplicity": 2, "gap_ev": [9.9, 3.5]}



Run Q
{"formula": "C4H8O2", "method": "wB97M-V/def2-TZVPD", "symbols": ["O", "C", "C", "C", "C", "O", "H", "H", "H", "H", "H", "H", "H", "H"], "coordinates": [[-1.6369, 0.0602, -1.9349], [-1.7322, 1.0907, -1.0987], [-0.9117, 0.9333, 0.2518], [0.1265, 0.0617, 0.0395], [0.4884, -0.8866, 1.0404], [2.7193, -0.7948, 0.1277], [-2.7291, 1.3853, -0.7639], [-1.2583, 1.9984, -1.5403], [-1.4075, 1.0096, 1.2183], [0.8586, 0.1965, -0.7540], [1.7813, -0.8555, 0.8092], [0.4768, -1.9528, 0.8128], [0.0688, -0.6528, 2.0208], [3.1560, -1.5931, -0.2289]], "mulliken_charge": [-0.26, -0.25, -0.26, 0.01, -0.52, -0.59, 0.37, 0.33, 0.34, 0.48, 0.32, 0.32, 0.36, 0.35], "charge": 1, "spin_multiplicity": 2, "gap_ev": [7.3, 7.1]}



Run R
{"formula": "C4H8O2", "method": "wB97M-V/def2-TZVPD", "symbols": ["O", "C", "C", "C", "C", "O", "H", "H", "H", "H", "H", "H", "H", "H"], "coordinates": [[-0.4379, -1.2751, -2.5579], [-1.1807, -1.1481, -1.6454], [-0.9966, -0.1582, -0.5095], [0.4318, -0.1664, 0.0367], [0.6292, 0.9155, 1.0900], [2.0158, 1.1295, 1.2315], [-2.0612, -1.8311, -1.5944], [-1.2806, 0.8106, -0.9146], [-1.7017, -0.4003, 0.2678], [0.6960, -1.1221, 0.4671], [1.1173, -0.0764, -0.8047], [0.2486, 0.6364, 2.0698], [0.1850, 1.8606, 0.7658], [2.3350, 0.8253, 2.0978]], "mulliken_charge": [-0.06, 0.13, -0.39, -0.56, -0.59, -0.50, 0.40, 0.39, 0.39, 0.35, 0.42, 0.36, 0.33, 0.35], "charge": 1, "spin_multiplicity": 2, "gap_ev": [8.9, 4.4]}



Preferred: run R; penalty for the next structure: 0.0707 hartree.